This record from the Open Molecules 2025 dataset describes 16 unconnected molecules or ions with the total composition C23H72F6N19O25S2 at a distorted geometry. The level of theory is ωB97M-V with the def2-TZVPD basis set.

Element x y z (Å)
C  0.394  -2.870  1.120
F  1.271  -2.593  2.106
F  0.109  -4.185  1.195
F  -0.721  -2.217  1.284
S  1.285  -2.465  -0.660
O  2.252  -3.597  -0.685
O  0.208  -2.581  -1.648
N  1.986  -0.879  -0.325
S  1.417  -0.020  -1.390
O  1.783  -0.366  -2.768
O  0.001  0.234  -1.292
C  2.358  1.664  -1.089
F  3.645  1.353  -0.914
F  2.269  2.618  -2.081
F  1.857  2.238  0.025
C  0.258  9.258  -8.767
O  0.770  9.892  -9.663
N  -0.660  8.344  -8.980
N  0.682  9.378  -7.506
H  -1.236  7.928  -8.262
H  -0.808  8.022  -9.925
H  0.504  8.608  -6.878
H  1.444  10.040  -7.512
C  -7.248  -3.743  1.060
O  -6.992  -4.818  1.569
N  -6.517  -3.008  0.255
N  -8.456  -3.246  1.089
H  -5.619  -3.288  -0.114
H  -6.875  -2.193  -0.223
H  -8.563  -2.343  0.650
H  -9.195  -3.705  1.604
C  1.843  3.348  -8.560
O  1.012  3.433  -7.697
N  2.865  4.181  -8.766
N  1.766  2.542  -9.567
H  3.600  4.020  -9.440
H  2.951  4.919  -8.083
H  0.933  1.974  -9.506
H  2.548  2.338  -10.172
C  -5.994  -7.276  6.932
O  -5.650  -7.605  8.080
N  -5.207  -7.372  5.858
N  -7.162  -6.893  6.590
H  -5.660  -7.177  4.976
H  -4.330  -7.872  5.864
H  -7.321  -6.540  5.657
H  -7.933  -6.954  7.239
C  8.241  1.935  -5.523
O  8.013  3.094  -5.861
N  7.554  0.894  -5.834
N  9.147  1.541  -4.684
H  6.631  1.180  -6.126
H  7.768  0.058  -5.310
H  9.609  2.236  -4.115
H  9.323  0.549  -4.614
C  -5.586  0.578  -7.320
O  -6.638  0.097  -7.634
N  -5.157  0.650  -6.108
N  -4.854  1.318  -8.126
H  -4.188  0.910  -5.989
H  -5.708  0.337  -5.321
H  -5.164  1.403  -9.084
H  -4.161  1.957  -7.765
C  8.434  -4.286  0.665
O  9.401  -4.981  0.497
N  7.721  -4.195  1.754
N  8.141  -3.345  -0.157
H  7.017  -3.485  1.897
H  7.973  -4.959  2.365
H  7.162  -3.099  -0.196
H  8.576  -3.228  -1.061
C  2.176  11.149  -0.699
O  3.108  11.442  -1.499
N  1.626  11.997  0.126
N  1.707  9.977  -0.600
H  2.190  12.825  0.256
H  0.751  11.787  0.585
H  1.129  9.710  0.184
H  1.973  9.223  -1.217
C  -3.708  6.852  -4.237
O  -3.898  6.453  -5.379
N  -4.416  7.563  -3.445
N  -2.530  6.671  -3.746
H  -3.921  7.995  -2.678
H  -5.336  7.857  -3.740
H  -1.979  5.969  -4.220
H  -2.568  6.699  -2.737
C  5.017  -10.464  -0.078
C  4.484  -10.510  -1.563
O  5.590  -10.818  -2.412
O  4.262  -9.615  0.760
H  6.010  -10.023  0.018
H  5.020  -11.464  0.356
H  3.931  -9.605  -1.815
H  3.741  -11.307  -1.536
H  5.329  -10.376  -3.223
H  3.880  -8.927  0.209
C  -3.114  -9.243  -1.777
C  -4.562  -8.955  -2.291
O  -5.437  -10.083  -2.033
O  -2.563  -10.194  -2.666
H  -3.119  -9.632  -0.759
H  -2.462  -8.389  -1.964
H  -4.522  -8.765  -3.364
H  -5.046  -8.086  -1.846
H  -5.212  -10.361  -1.143
H  -2.766  -9.878  -3.550
C  3.733  1.989  4.871
C  4.946  1.737  3.956
O  4.823  0.403  3.453
O  2.496  1.622  4.198
H  3.722  3.033  5.186
H  3.826  1.334  5.738
H  5.895  1.773  4.493
H  4.873  2.625  3.329
H  4.320  0.348  2.637
H  2.741  1.086  3.440
C  -0.432  -4.404  9.361
C  1.054  -4.405  9.901
O  2.009  -4.116  8.866
O  -1.365  -4.388  10.511
H  -0.753  -5.284  8.803
H  -0.535  -3.503  8.756
H  1.429  -5.291  10.412
H  1.094  -3.685  10.719
H  1.808  -3.238  8.535
H  -2.245  -4.595  10.190
C  -2.251  7.836  3.465
C  -0.897  8.219  4.241
O  -0.961  9.508  4.909
O  -2.337  8.428  2.205
H  -3.194  8.101  3.944
H  -2.413  6.816  3.117
H  -0.108  7.996  3.522
H  -0.798  7.513  5.065
H  -1.184  10.144  4.226
H  -2.687  9.281  2.471
C  -3.772  0.543  6.566
C  -4.905  1.115  7.438
O  -5.026  0.382  8.684
O  -2.581  1.029  7.189
H  -3.817  0.896  5.536
H  -3.727  -0.538  6.435
H  -5.886  1.007  6.976
H  -4.733  2.154  7.720
H  -4.168  0.199  9.075
H  -1.875  1.170  6.554

Its total energy is -5236.4583 hartree. The multiplicity is 1. The net charge is -1. The HOMO-LUMO gap comes out at 7.84 eV. The lowest unoccupied orbital energy comes out at 0.745 eV. The strongest force on any atom is 8.066 eV Å⁻¹.

Löwdin population analysis, charges in e, atoms 1 to 99: number 1, C, carries -0.6285; number 2, F, carries 0.1007; number 3, F, carries 0.1120; number 4, F, carries 0.1586; number 5, S, carries 0.7469; number 6, O, carries -0.3491; number 7, O, carries -0.3221; number 8, N, carries -0.3085; number 9, S, carries 0.4609; number 10, O, carries -0.3390; number 11, O, carries -0.3249; number 12, C, carries -0.5907; number 13, F, carries 0.1030; number 14, F, carries 0.0925; number 15, F, carries 0.0907; number 16, C, carries -0.7783; number 17, O, carries 0.0226; number 18, N, carries 0.1604; number 19, N, carries 0.1511; number 20, H, carries 0.1097; number 21, H, carries 0.1160; number 22, H, carries 0.1051; number 23, H, carries 0.1136; number 24, C, carries -0.7739; number 25, O, carries 0.0229; number 26, N, carries 0.1565; number 27, N, carries 0.1434; number 28, H, carries 0.1224; number 29, H, carries 0.1056; number 30, H, carries 0.1029; number 31, H, carries 0.1202; number 32, C, carries -0.7973; number 33, O, carries 0.0536; number 34, N, carries 0.1473; number 35, N, carries 0.1485; number 36, H, carries 0.1031; number 37, H, carries 0.1115; number 38, H, carries 0.1214; number 39, H, carries 0.1117; number 40, C, carries -0.7618; number 41, O, carries -0.0037; number 42, N, carries 0.1492; number 43, N, carries 0.1583; number 44, H, carries 0.0993; number 45, H, carries 0.1158; number 46, H, carries 0.1151; number 47, H, carries 0.1278; number 48, C, carries -0.7991; number 49, O, carries 0.0262; number 50, N, carries 0.1534; number 51, N, carries 0.1470; number 52, H, carries 0.1299; number 53, H, carries 0.1105; number 54, H, carries 0.1241; number 55, H, carries 0.1080; number 56, C, carries -0.8159; number 57, O, carries 0.0414; number 58, N, carries 0.1619; number 59, N, carries 0.1513; number 60, H, carries 0.1147; number 61, H, carries 0.1236; number 62, H, carries 0.1142; number 63, H, carries 0.1089; number 64, C, carries -0.8297; number 65, O, carries 0.0415; number 66, N, carries 0.1667; number 67, N, carries 0.1520; number 68, H, carries 0.1190; number 69, H, carries 0.1214; number 70, H, carries 0.1109; number 71, H, carries 0.1185; number 72, C, carries -0.7800; number 73, O, carries -0.0188; number 74, N, carries 0.1555; number 75, N, carries 0.1682; number 76, H, carries 0.1215; number 77, H, carries 0.1090; number 78, H, carries 0.1132; number 79, H, carries 0.1314; number 80, C, carries -0.8193; number 81, O, carries 0.0198; number 82, N, carries 0.1718; number 83, N, carries 0.1474; number 84, H, carries 0.1180; number 85, H, carries 0.1284; number 86, H, carries 0.1276; number 87, H, carries 0.1064; number 88, C, carries -0.2351; number 89, C, carries -0.2276; number 90, O, carries -0.0617; number 91, O, carries -0.0794; number 92, H, carries 0.1128; number 93, H, carries 0.1138; number 94, H, carries 0.1141; number 95, H, carries 0.1097; number 96, H, carries 0.0789; number 97, H, carries 0.0745; number 98, C, carries -0.2249; number 99, C, carries -0.2144